Record 1
The following is a quantum chemistry calculation of 2 unconnected molecules or ions with the total composition C14H16 in a non-equilibrium geometry, from the OMol25 dataset.

Geometry as XYZ:
```
30
Properties=species:S:1:pos:R:3:forces:R:3:lowdin_charge:R:1
H 0.77056 1.70234 2.47796 0.150 0.041 -0.396 0.1037
C -1.64209 1.17700 -2.65768 0.455 0.155 0.198 -0.0571
H 2.92675 0.47924 3.07734 -0.223 0.159 0.242 0.0986
H -1.96908 -1.76792 0.67628 0.627 -0.229 -0.053 0.0609
C 0.51984 0.50108 -1.77395 -0.400 0.524 0.032 -0.0547
C -1.40986 -2.27394 1.48061 -1.114 1.199 0.201 -0.0624
H -2.31875 -1.33822 -2.29423 -0.074 0.001 0.154 0.0760
H -1.83704 3.18584 -3.31050 0.012 0.358 0.355 0.1001
C -1.19236 2.49097 -2.78960 -0.429 -0.552 -0.654 -0.0911
C -0.14575 -0.12750 1.82428 -0.776 0.036 0.631 -0.0694
C -0.80066 0.21102 -2.12663 -0.238 -1.112 -0.036 -0.2765
H -1.05818 0.36964 1.52896 -0.045 0.114 -0.410 0.1134
C 0.10761 2.78010 -2.45399 0.762 0.191 0.220 -0.1079
C 1.96437 -1.41327 2.96917 -0.201 -0.518 0.096 -0.0953
C -1.26423 -1.23394 -2.04795 0.357 0.419 -0.447 -0.0452
C 0.96902 1.78667 -1.99112 -0.046 0.456 0.179 -0.0916
C 2.01008 -0.03812 2.81826 0.032 -0.025 0.151 -0.0971
C -0.17820 -1.52204 1.91107 -0.085 -0.226 0.033 -0.2829
H 1.14236 -0.23310 -1.27586 0.026 -0.122 -0.282 0.1147
H -0.69948 -1.81216 -2.78556 -0.077 -0.068 0.071 0.0858
H 0.81306 -3.22790 2.78365 0.019 0.007 -0.095 0.1095
H -2.15361 -2.15203 2.28134 0.218 -0.603 0.182 0.0885
H -1.27067 -3.31538 1.23010 0.135 -0.201 0.064 0.0776
C 0.85362 -2.16440 2.58077 0.275 0.557 -0.386 -0.0529
H -1.05009 -1.65410 -1.07571 -0.032 -0.149 0.154 0.0377
H -2.63732 0.88930 -2.97535 0.002 0.085 0.017 0.1062
H 1.98601 2.10515 -1.80806 0.121 -0.302 0.272 0.0998
H 2.76049 -1.94869 3.46231 0.347 0.111 -0.055 0.0969
C 0.87297 0.63145 2.36146 0.561 -0.443 -0.079 -0.0834
H 0.54556 3.77011 -2.49517 -0.359 0.135 -0.358 0.0984
```
Forces are in eV/Å.

Properties
SMILES: Cc1ccccc1.Cc1ccccc1
E_tot: -543.054830 Ha
E_HOMO: -8.876 eV
LUMO energy: 0.94 eV
orbital gap: 9.82 eV
energy relative to the best compared isomer or geometry (same formula, charge and spin): 11.3 kcal/mol


Record 2
The following is a quantum chemistry calculation of 2 unconnected molecules or ions with the total composition C14H16BF2INO7, from the OMol25 dataset.

Geometry as XYZ:
```
42
Properties=species:S:1:pos:R:3:forces:R:3:lowdin_charge:R:1
H 3.06324 -0.60143 -3.43257 -0.102 -0.083 0.064 0.0626
O -2.26267 -2.54291 6.16520 -0.015 -0.004 -0.012 0.1163
C 3.30804 1.09877 -1.63030 0.167 0.185 -0.032 -0.0814
H 6.03263 -0.39563 0.81350 -0.053 -0.052 0.022 0.0635
H 5.29244 -1.66357 -0.94031 0.041 0.006 -0.095 0.1191
O -0.38821 3.04210 0.79515 0.039 0.007 0.132 0.1188
F -4.03932 -3.30016 2.25337 -0.022 -0.004 0.053 0.0629
N 5.22342 -0.03095 0.32807 0.066 0.088 -0.078 0.0047
H -4.78256 -0.04916 -2.28244 0.001 0.015 -0.007 0.0311
H 3.93986 1.71442 -0.98849 -0.080 -0.024 0.048 0.1066
C -0.96959 1.19856 -0.57995 0.034 -0.005 0.085 -0.0989
H -2.42781 0.29441 0.65106 0.026 0.034 0.004 0.0852
O 3.86514 -0.87717 -2.96808 0.132 0.080 -0.084 -0.0433
H -1.15451 -0.17190 -2.19193 0.040 0.039 -0.029 0.1102
O -0.92206 -0.89321 4.11954 -0.007 0.010 -0.028 0.1168
C -2.68880 -2.31498 5.06548 0.037 0.023 -0.010 -0.4178
C 5.14824 -0.58542 -1.02259 -0.017 -0.058 0.052 -0.2380
H 3.05734 -0.98160 -1.08229 0.010 0.133 0.105 0.1531
O -3.82086 -2.74524 4.55425 -0.011 -0.006 -0.024 0.2043
B -3.99156 -2.23891 3.15651 0.043 -0.017 0.012 -1.1328
H 2.12989 2.49233 0.48541 -0.058 0.042 -0.004 0.1310
C -0.52373 0.50160 -1.62873 0.047 -0.020 -0.020 0.0755
C -2.35507 1.16191 -0.01836 -0.041 -0.031 0.030 -0.1651
O 1.20129 0.17618 -3.19334 -0.061 -0.131 0.057 0.0911
F -5.11887 -1.44560 3.04969 -0.003 -0.006 0.015 0.1347
C 0.00388 2.13431 0.09781 -0.093 -0.016 -0.142 -0.3116
I -4.04317 -1.79883 -0.44026 -0.033 -0.123 -0.007 1.0013
O -2.75004 -1.42559 2.92262 -0.008 0.055 -0.062 0.1593
H 5.90789 -0.20993 -1.72075 -0.024 0.081 0.035 0.1176
H -4.41433 1.41454 -0.44233 0.000 0.009 -0.011 0.1061
C 1.88180 1.26260 -1.21610 -0.111 -0.167 -0.228 -0.1339
C -3.83370 -0.14466 -1.76125 0.069 0.071 -0.032 -0.6598
C -3.52164 1.14680 -1.01136 -0.017 0.068 -0.047 -0.2963
H 3.41743 1.48910 -2.64582 0.072 -0.025 0.001 0.1352
H 5.34163 0.97438 0.30118 -0.006 -0.025 0.032 0.0524
H -2.46223 2.03537 0.62332 -0.013 0.005 0.004 0.1150
H -3.37157 1.93879 -1.75614 -0.010 -0.014 0.030 0.1157
H -3.08074 -0.41527 -2.49549 -0.020 0.011 0.019 0.0125
C 0.86518 0.60536 -2.10053 0.065 0.104 0.004 -0.3067
C 1.45034 1.96565 -0.17488 0.028 0.002 0.111 0.0778
C 3.77479 -0.37044 -1.64644 -0.108 -0.224 -0.023 -0.3769
C -1.98145 -1.44459 3.98857 -0.001 -0.032 0.062 -0.4182
```
Forces are in eV/Å.

Properties
E_tot: -1647.114968 Ha
E_HOMO: -6.389 eV
LUMO energy: 0.70 eV
net charge: -1
orbital gap: 7.09 eV


Record 3
The following is a quantum chemistry calculation of C14H16ClF3N2O3S in the gas phase in a non-equilibrium geometry, from the OMol25 dataset.

Geometry as XYZ:
```
40
Properties=species:S:1:pos:R:3:forces:R:3:lowdin_charge:R:1
H -1.55453 0.82184 -0.09631 -0.072 -0.034 0.004 0.1119
F -4.95472 1.77411 -1.06521 -0.009 -0.162 -0.160 0.1263
F -4.87366 1.82172 1.08576 0.004 -0.155 0.167 0.1259
H 6.29646 2.52966 -0.22642 -0.055 0.135 -0.122 0.0632
C -2.21367 -0.02991 -0.05171 0.001 0.086 -0.002 0.0689
C -4.14913 1.55172 -0.01321 -0.195 0.437 0.002 -0.6120
H 3.81738 -1.50764 -1.43042 -0.052 -0.062 -0.073 0.1192
H 4.05308 0.83178 -2.02468 -0.218 0.018 -0.085 0.1164
N 4.08730 0.77782 0.02744 1.010 -0.211 -0.054 -0.2374
Cl -6.15538 -0.73622 0.11460 -0.243 -0.156 0.013 0.7517
C -1.68060 -1.31624 -0.04285 -0.584 0.176 0.028 -0.2002
S 5.68120 0.25993 0.05292 0.390 0.872 0.277 0.6149
N -0.31241 -1.56906 -0.08940 0.204 -0.446 -0.004 0.1389
C -3.91392 -2.22488 0.06266 -0.133 0.200 0.000 -0.0881
C 3.30592 0.42320 1.19167 -0.158 -0.183 0.695 -0.1916
O 0.56470 0.52565 -0.14978 -0.051 0.482 -0.005 0.0849
H 7.57289 1.59933 0.59927 0.158 -0.125 0.007 0.0646
H 2.44425 1.09496 1.22917 0.169 -0.012 0.042 0.1241
H 2.51231 1.24122 -1.22023 0.181 -0.026 -0.009 0.1218
H 3.73443 -1.66793 1.19808 -0.108 -0.045 0.052 0.1089
H 1.95800 -2.43117 -0.22802 -0.025 0.102 0.014 0.1370
C -2.54871 -2.40858 0.01473 0.156 0.225 -0.010 -0.0104
F -3.19768 2.49123 -0.06962 0.340 -0.048 -0.014 0.1440
H 2.34814 -0.99670 -2.28394 0.045 -0.045 -0.054 0.1266
H 2.21389 -1.24695 2.01024 0.025 -0.038 0.047 0.1265
C 2.09219 -1.34599 -0.15705 0.083 0.081 -0.001 -0.2239
H -2.14813 -3.41195 0.02205 0.042 -0.124 0.001 0.1154
H 3.93129 0.58248 2.07032 -0.196 0.024 0.115 0.1193
H -0.07278 -2.55110 -0.07905 0.095 0.260 -0.017 0.1409
C 3.37403 0.56982 -1.21397 -0.069 -0.088 -0.768 -0.1930
C 0.72596 -0.67293 -0.13856 0.150 -0.859 -0.025 -0.4125
H 6.11734 2.09691 1.49593 -0.089 0.071 0.184 0.0601
C 2.84732 -1.03464 1.14637 -0.098 0.114 -0.031 -0.1143
O 5.89583 -0.70920 1.09259 -0.144 0.162 0.182 -0.2998
C 6.50984 1.79306 0.53545 -0.357 -0.801 -0.255 -0.1164
H -4.57851 -3.07223 0.10690 -0.071 -0.087 0.005 0.1083
O 6.09521 -0.07751 -1.27803 -0.166 0.201 -0.205 -0.2956
C 2.92418 -0.88261 -1.36371 -0.169 0.168 0.069 -0.1092
C -3.58772 0.15323 -0.00322 -0.200 -0.172 0.010 -0.1195
C -4.44730 -0.94291 0.05434 0.410 0.065 -0.018 -0.5960
```
Forces are in eV/Å.

Properties
SMILES: CS(=O)(=O)N1CCC(C(=O)Nc2ccc(Cl)c(C(F)(F)F)c2)CC1
E_tot: -2036.341613 Ha
E_HOMO: -8.975 eV
LUMO energy: 0.37 eV
orbital gap: 9.35 eV
energy relative to the best compared isomer or geometry (same formula, charge and spin): 0.0 kcal/mol


Record 4
The following is a quantum chemistry calculation of C14H16ClN3OS2 in the gas phase in a non-equilibrium geometry, from the OMol25 dataset.

Geometry as XYZ:
```
37
Properties=species:S:1:pos:R:3:forces:R:3:lowdin_charge:R:1
H -1.20640 0.16145 -2.90113 0.924 -0.362 0.343 0.1069
C -3.51762 -0.04082 1.03967 -1.209 -0.344 -0.226 -0.4383
H 0.71926 4.15641 -2.14974 -1.000 0.184 -1.258 0.0874
C -2.55152 1.62375 -0.41677 0.947 -0.749 1.288 -0.6199
H 0.28462 0.77558 1.73911 -0.193 -0.064 0.099 0.0644
C 2.17982 -0.04681 2.09357 0.647 -0.437 1.005 -0.1168
C 0.94785 0.00743 -0.14874 0.056 0.600 -0.138 -0.1744
C 1.20574 0.69023 1.16997 -0.711 0.443 1.065 -0.4977
S 1.58207 2.52231 0.83593 0.435 -0.370 0.004 0.9881
H 1.75781 4.59339 -0.93457 0.210 0.088 -0.014 0.0945
C -1.50257 0.71712 -0.31438 -0.793 0.186 -0.896 -0.4497
H 0.92890 -0.29980 5.30315 0.053 0.165 0.614 0.0773
Cl -2.40651 3.21579 -1.20492 -0.588 -1.310 0.662 0.6423
C -3.64616 1.16211 0.40344 -2.054 0.983 -0.119 -0.2304
H 3.54442 -1.51034 -0.24639 1.036 0.845 0.762 0.1042
H 0.76503 -1.04447 0.06391 -0.013 -0.169 -0.180 0.1155
H 1.95019 0.16152 -0.55859 -0.412 -0.659 -1.211 0.1038
H 0.00195 -0.71601 3.94618 -1.463 -0.847 -0.548 0.0615
N 3.95789 -1.26653 2.88303 -0.644 0.271 -0.310 0.0968
N 1.35036 3.84778 -1.47283 2.698 4.046 0.516 0.0946
H 0.58898 -0.22048 -3.01901 -0.984 0.427 1.171 0.1133
H 5.19466 -1.29567 0.53593 -0.016 -0.183 0.155 0.0749
H -4.32379 -0.67031 1.59450 1.769 1.497 -1.080 0.1157
S -2.02597 -0.68266 0.59417 1.465 -0.237 -0.056 1.0356
C 0.72338 -0.03738 4.28215 1.222 1.799 0.180 -0.0004
C -0.18917 0.64881 -1.08330 3.226 0.697 0.864 -0.5216
C 3.47832 -0.72430 1.78662 -1.016 0.197 1.081 -0.2507
H 4.27466 0.10476 0.06174 0.194 1.410 -1.026 0.0494
N 0.36180 1.93528 -1.59952 -0.540 -0.365 1.564 0.0521
C 1.06406 2.74733 -0.86355 -2.647 -4.998 0.279 -0.7675
O 3.04530 -1.03925 3.94577 -1.461 1.131 -1.308 -0.0266
C -0.31133 -0.20164 -2.32346 -0.434 0.552 -1.730 -0.0537
H -0.49345 -1.19698 -2.02624 -0.409 -1.408 0.201 0.0512
H -4.63375 1.64179 0.46072 0.711 0.262 -0.106 0.1083
H 0.32697 1.04256 4.20877 0.808 -1.733 0.032 0.1271
C 1.95008 -0.31059 3.46449 2.114 -0.021 -2.940 -0.2076
C 4.20366 -0.87183 0.42990 -1.925 -1.530 1.259 -0.0096
```
Forces are in eV/Å.

Properties
SMILES: Cc1noc(C)c1[C@@H]1C[C@@](C)(c2sccc2Cl)N=C(N)S1
E_tot: -2039.060551 Ha
E_HOMO: -8.633 eV
LUMO energy: 0.46 eV
orbital gap: 9.09 eV


Record 5
The following is a quantum chemistry calculation of a molecular structure, C14H16ClN4OPdS2, from the OMol25 dataset.

Geometry as XYZ:
```
39
Properties=species:S:1:pos:R:3:forces:R:3:lowdin_spin:R:1
H 2.50429 -2.00249 -2.57337 -0.006 0.017 0.000 0.0015
S 0.65179 -0.03746 -1.68644 0.134 0.066 -0.136 0.0737
H -3.91360 5.24114 -2.53623 -0.007 0.009 -0.008 -0.0001
N -1.83395 2.48349 -0.81405 0.144 -0.131 0.091 0.0278
C 1.83510 -3.87290 -1.76802 -0.058 0.180 -0.006 0.0024
C -2.42947 3.43195 -0.09409 0.068 -0.089 0.054 0.0013
N 0.29053 -1.50205 2.28366 0.154 -0.034 0.267 0.0118
H 2.71062 2.01649 2.39646 0.000 -0.005 0.009 -0.0001
H 2.51642 -0.68899 0.80871 0.007 0.007 0.011 0.0002
S -1.23095 0.71984 2.51678 -0.211 0.059 0.054 0.0190
H 0.96803 2.35775 2.30794 0.010 0.005 0.008 0.0009
Cl -2.85363 3.45512 -4.50345 0.012 -0.023 -0.042 0.0008
C -3.18347 4.44140 -0.66621 -0.082 0.114 -0.038 0.0007
Pd -0.79217 0.43790 0.12978 -0.512 0.242 -0.438 0.7375
C 0.84288 -4.48190 -0.99844 0.045 -0.130 -0.001 -0.0009
C -3.33330 4.47432 -2.04311 0.116 -0.161 0.057 -0.0010
H 3.37518 -0.56813 2.36883 -0.008 -0.004 0.019 0.0000
H 0.85114 -5.54314 -0.79635 -0.020 0.007 0.014 -0.0001
H -0.50205 -2.04890 2.56925 -0.052 0.013 -0.115 0.0000
H -2.29140 3.36757 0.97893 -0.004 0.000 -0.003 0.0006
N -0.23687 -2.37640 -0.71994 0.141 -0.225 -0.115 0.0013
C -1.97021 2.50230 -2.13783 0.052 -0.043 0.063 0.0021
H -1.47634 1.71538 -2.69574 0.003 -0.004 0.007 0.0012
H 1.83761 1.82480 0.85198 0.001 -0.008 0.012 0.0020
C 2.40121 -0.70094 1.90107 -0.003 0.022 -0.088 0.0006
H 1.94494 -2.23701 3.38283 -0.013 0.014 0.002 0.0005
C 0.71991 -1.73785 -1.45623 -0.075 0.142 0.043 0.0138
H 1.85056 -2.80444 1.69667 -0.010 -0.011 0.016 0.0001
C 0.20832 -0.15160 2.30149 0.258 -0.048 0.208 0.0135
H -0.98920 -4.08642 0.09619 0.004 -0.004 -0.007 0.0006
H 2.64865 -4.45016 -2.18468 0.005 -0.010 -0.001 0.0002
O -1.25953 -1.73249 -0.21295 0.024 0.087 0.157 0.0653
N 1.47420 0.35104 2.30296 -0.035 -0.015 0.038 0.0097
C 1.75732 -2.51826 -1.98703 0.109 -0.224 -0.037 0.0029
C 1.76678 1.71863 1.94058 0.001 0.005 -0.055 0.0045
C -0.16880 -3.71149 -0.49688 -0.095 0.068 0.035 0.0032
C 1.66948 -1.95916 2.36049 0.005 -0.032 -0.073 0.0012
C -2.70992 3.48028 -2.77943 -0.113 0.159 -0.017 0.0008
H -3.65014 5.19273 -0.04412 0.009 -0.012 0.014 0.0002
```
Forces are in eV/Å.

Properties
E_tot: -2221.778056 Ha
expectation value of S²: 0.754
E_HOMO (spin up / spin down): -7.020 / -7.131 eV
LUMO energy (spin up / spin down): 0.67 / 0.43 eV
multiplicity: 2
orbital gap (spin up / spin down): 7.69 / 7.57 eV
energy relative to the best compared isomer or geometry (same formula, charge and spin): 0.7 kcal/mol


Record 6
The following is a quantum chemistry calculation of a molecular structure, C14H16ClNSr in a non-equilibrium geometry, from the OMol25 dataset.

Geometry as XYZ:
```
33
Properties=species:S:1:pos:R:3:forces:R:3:lowdin_charge:R:1
C 1.40766 -1.51834 -0.94349 0.228 0.634 -0.510 -0.2452
H -0.52839 2.99759 1.19819 0.100 0.245 0.343 -0.0565
H -5.64280 0.02210 1.13646 0.115 -0.170 -0.137 0.0832
C -5.03544 -1.86912 -1.64406 0.499 0.078 0.464 -0.1722
H -3.42101 -0.88959 1.78474 -0.147 -0.117 -0.455 0.0997
H -1.40881 -3.32221 -0.29005 0.044 0.362 -0.023 0.0058
C -3.14586 -2.04215 -0.06188 1.634 -0.568 0.458 -0.4371
H 1.18867 2.34783 1.04386 0.006 0.118 0.037 -0.0206
H -5.49732 -2.16227 -2.58428 0.125 0.130 0.032 0.0804
C -5.11904 -0.65721 0.45889 0.506 -0.195 0.145 -0.1652
C 1.60843 0.70878 -1.52695 0.279 -0.830 0.127 -0.2538
C -3.75622 -2.30617 -1.34601 -1.311 1.038 0.761 -0.6819
H 0.37201 0.53958 -3.39331 0.000 -0.122 0.247 0.0533
C 0.64567 -1.30366 -2.12808 0.374 0.201 0.079 -0.2685
H -6.72792 -0.69134 -0.99210 0.170 -0.038 0.043 0.0587
C -3.86513 -1.14122 0.81028 -0.595 0.303 -0.158 -0.1194
H 0.10253 -2.06904 -2.68301 0.060 0.254 0.185 0.0479
C 1.99029 -0.27470 -0.56530 0.227 -0.034 -1.231 -0.2517
H 0.95992 -0.66923 2.58043 -0.344 0.377 -0.291 -0.0545
Sr -0.86631 0.10393 -0.02170 0.447 -1.196 -2.275 1.3037
H 1.55016 -2.46862 -0.42809 -0.242 0.319 -0.058 0.0734
Cl -2.82222 -3.08644 -2.54056 0.347 -0.754 -0.732 0.6561
C -0.20206 1.04079 2.06921 1.512 -1.015 3.252 -0.6659
C 0.77864 0.07128 -2.49534 0.056 -0.191 0.208 -0.2709
H 2.64707 -0.10706 0.28677 -0.458 -0.027 -0.216 0.0711
H 1.92482 1.75321 -1.52636 -0.270 -0.338 0.064 0.0667
N 0.40727 -0.37449 1.77053 -0.935 1.363 1.225 -0.3291
H 0.19922 1.32541 3.06030 -0.489 -0.425 0.369 0.0542
H -1.47564 -2.31847 1.28262 -0.091 -0.040 -0.403 0.0185
C -5.72668 -1.03899 -0.74153 -0.536 -0.047 -0.274 -0.1899
C -1.87906 -2.53075 0.28589 -1.166 -0.253 0.228 -0.1614
H -1.32146 0.99047 2.19941 0.217 0.029 0.154 0.0404
C 0.12668 2.12657 1.13714 -0.364 0.906 -1.658 -0.3693
```
Forces are in eV/Å.

Properties
E_tot: -1088.566470 Ha
E_HOMO: 1.062 eV
LUMO energy: 5.16 eV
net charge: -2
orbital gap: 4.10 eV
energy relative to the best compared isomer or geometry (same formula, charge and spin): 1.7 kcal/mol